No. 1
Here is a molecular structure, C6H9NS from OMol25. Energies are from wB97M-V/def2-TZVPD.

Results
- Total charge: 0
- HOMO level: -8.886 eV
- E_tot: -686.8680 hartree
- Max |F|: 1.9 eV/A
- HOMO-LUMO gap: 9.65 eV

Atoms and positions in Å:
C1 0.97126 1.68266 0.29669
C2 0.49873 0.28132 0.19327
C3 -0.22525 -1.39206 -0.71101
C4 -0.06283 -1.76430 0.75715
C5 0.42750 -0.69709 1.34070
C6 -0.87021 0.03080 -0.59038
H1 2.07084 1.64560 0.46887
H2 0.58043 2.14518 1.18153
H3 0.81137 2.30726 -0.61271
H4 1.15713 -0.20163 -1.70847
H5 -0.47238 -2.11462 -1.51744
H6 -0.37291 -2.67238 1.24733
H7 0.61722 -0.45056 2.37120
H8 -0.77153 0.62590 -1.53008
H9 -3.01974 1.04745 -0.61369
N1 1.10991 -0.63964 -0.80637
S1 -2.44955 0.16610 0.23341

***

No. 2
Here is a molecular structure, C69H55IN3OP2PdS2Sb from OMol25. Energies are from wB97M-V/def2-TZVPD.

Results
- Total charge: +2
- HOMO level (spin up / spin down): -12.382 / -12.381 eV
- E_tot: -5046.3229 hartree
- Max |F|: 1.1 eV/A
- HOMO-LUMO gap (spin up / spin down): 6.24 / 6.24 eV

Atoms and positions in Å:
Pd1 -0.01891 -0.18446 -0.03258
O1 2.20118 -2.05515 1.73736
C1 1.59636 -3.08127 2.40356
C2 2.18267 -3.79244 3.44199
C3 1.55345 -4.93005 3.92277
C4 0.34020 -5.34568 3.38496
C5 -0.29344 -4.55140 2.44895
C6 0.31383 -3.38614 1.97547
P1 -0.71795 -2.25133 0.97386
C7 -2.14351 -2.07775 2.10541
C8 -3.42075 -1.76526 1.63903
C9 -4.49590 -1.69670 2.51285
C10 -4.30378 -1.90554 3.87136
C11 -3.02675 -2.15558 4.35173
C12 -1.95218 -2.23323 3.47928
C13 -1.19054 -3.42427 -0.34423
C14 -0.10529 -4.03448 -0.98678
C15 -0.31106 -4.96533 -1.98814
C16 -1.60713 -5.29506 -2.37076
C17 -2.68574 -4.69815 -1.73966
C18 -2.48374 -3.76409 -0.72723
C19 3.45390 -2.16229 1.18407
C20 4.41258 -3.12193 1.48243
C21 5.67299 -3.02131 0.91218
C22 5.98134 -1.99063 0.03738
C23 4.99101 -1.09357 -0.32206
C24 3.71027 -1.19168 0.22207
P2 2.41273 0.01441 -0.24906
C25 2.99442 1.39372 0.79876
C26 2.52056 1.42831 2.11123
C27 2.99984 2.37726 3.00474
C28 3.97222 3.28297 2.60047
C29 4.47728 3.22471 1.30819
C30 3.99559 2.28342 0.40778
C31 2.88231 0.38050 -1.97001
C32 3.21303 -0.68922 -2.80539
C33 3.54216 -0.47434 -4.13419
C34 3.53656 0.81579 -4.65195
C35 3.21567 1.88712 -3.83154
C36 2.88701 1.67293 -2.49843
H1 3.10985 -3.45237 3.88332
H2 2.02519 -5.50396 4.71115
H3 -0.12091 -6.26622 3.72305
H4 -1.27998 -4.82126 2.08807
H5 -3.59335 -1.57484 0.59043
H6 -5.48440 -1.47675 2.12568
H7 -5.15127 -1.87429 4.54783
H8 -2.85811 -2.30397 5.41083
H9 -0.96670 -2.41978 3.88185
H10 0.90527 -3.78391 -0.67567
H11 0.53632 -5.44400 -2.46610
H12 -1.77470 -6.02992 -3.14859
H13 -3.69679 -4.97492 -2.01649
H14 -3.33941 -3.33835 -0.22745
H15 4.20374 -3.94889 2.14019
H16 6.42546 -3.75796 1.17005
H17 6.97689 -1.90141 -0.38014
H18 5.20667 -0.31878 -1.04730
H19 1.78567 0.70451 2.42950
H20 2.62419 2.40352 4.02239
H21 4.34922 4.02402 3.29566
H22 5.26220 3.90635 1.00096
H23 4.40844 2.24542 -0.59274
H24 3.24556 -1.69421 -2.39886
H25 3.81855 -1.31035 -4.76531
H26 3.79461 0.98426 -5.69076
H27 3.22728 2.89808 -4.22475
H28 2.65532 2.52027 -1.86660
S1 -0.75934 6.03013 -2.41919
C37 -0.34124 4.39393 -1.83833
C38 -0.34600 3.29741 -2.69450
C39 -0.02891 2.05818 -2.18455
N1 0.28179 1.86161 -0.89534
C40 0.31333 2.91830 -0.07401
C41 0.00972 4.19699 -0.50877
C42 0.83868 6.40694 -3.14583
C43 1.76074 7.14752 -2.42278
C44 3.00998 7.37038 -2.99303
N2 3.36023 6.90529 -4.19342
C45 2.44629 6.22701 -4.89081
C46 1.16974 5.95437 -4.41472
H29 -0.59805 3.40594 -3.74159
H30 0.00170 1.19052 -2.82826
H31 0.59977 2.73530 0.94911
H32 0.04570 5.02948 0.18217
H33 1.51371 7.53696 -1.44371
H34 3.76343 7.94284 -2.45925
H35 2.74715 5.88915 -5.87897
H36 0.45298 5.41532 -5.02121
S2 -0.81874 0.98279 2.19469
Sb1 -2.56381 1.97157 3.34376
C47 -2.21420 1.28640 5.32248
C48 -3.22251 0.90099 6.20462
C49 -2.88559 0.39211 7.45375
C50 -1.55260 0.27994 7.82309
C51 -0.54967 0.68949 6.94969
C52 -0.87609 1.19055 5.69595
C53 -4.54712 1.93631 2.63377
C54 -5.63370 1.70411 3.47177
C55 -6.91959 1.76869 2.94766
C56 -7.11111 2.05801 1.60149
C57 -6.01948 2.29439 0.77303
C58 -4.73099 2.23871 1.28831
C59 -2.07969 4.02235 3.22001
C60 -3.07592 4.97601 3.02675
C61 -2.72125 6.31003 2.85435
C62 -1.38346 6.68394 2.88252
C63 -0.39303 5.72996 3.10075
C64 -0.73736 4.39471 3.26491
H37 -4.26758 0.99101 5.93688
H38 -3.66968 0.07841 8.13463
H39 -1.29378 -0.12449 8.79520
H40 0.49140 0.61309 7.24227
H41 -0.09239 1.48851 5.01004
H42 -5.49404 1.47553 4.52016
H43 -7.77112 1.59462 3.59622
H44 -8.11451 2.10890 1.19685
H45 -6.17111 2.53644 -0.27372
H46 -3.88186 2.42612 0.63902
H47 -4.12315 4.69037 3.01099
H48 -3.49202 7.05474 2.69163
H49 -1.11183 7.72286 2.73278
H50 0.65044 6.02533 3.13815
H51 0.03506 3.64737 3.42244
I1 -2.70295 0.33230 -1.26519
C65 -1.75670 -0.78270 -2.78214
C66 -2.43886 -1.07728 -3.94906
C67 -1.75307 -1.80485 -4.91182
C68 -0.45829 -2.21598 -4.64613
C69 0.11244 -1.87668 -3.43352
N3 -0.51546 -1.14301 -2.50649
H52 -3.46324 -0.76055 -4.09246
H53 -2.23394 -2.04590 -5.85228
H54 0.10150 -2.80041 -5.36442
H55 1.11593 -2.19055 -3.18795